1.
The following is a quantum chemistry calculation of 4 unconnected molecules or ions with the total composition C6H20O7 in a non-equilibrium geometry, from the OMol25 dataset.

Each line ends with the Löwdin charge.
Cartesian coordinates (Å):
O 1.030 -0.134 2.789  -0.0908
C 1.598 -1.407 3.031  -0.2631
C 3.122 -1.475 2.872  -0.2368
O 3.805 -0.978 4.024  -0.0717
H 0.930 -0.018 1.823  0.0335
H 1.296 -1.658 4.051  0.1156
H 1.143 -2.151 2.362  0.1129
H 3.394 -0.813 2.053  0.1191
H 3.368 -2.528 2.715  0.1111
H 3.783 -1.673 4.687  0.0778
O 0.881 -0.558 -2.560  -0.0837
C 1.350 0.533 -3.362  -0.2212
C 0.321 0.879 -4.423  -0.2393
O 0.387 -0.029 -5.529  -0.0648
H 1.317 -1.379 -2.800  0.0968
H 1.518 1.383 -2.695  0.1211
H 2.318 0.321 -3.818  0.1244
H 0.586 1.862 -4.822  0.1211
H -0.666 0.941 -3.959  0.1208
H -0.007 -0.845 -5.185  0.0841
O -3.414 1.225 2.730  -0.0561
C -2.964 1.531 1.425  -0.2464
C -3.222 0.367 0.463  -0.2413
O -2.810 0.736 -0.857  -0.0803
H -2.750 0.709 3.198  0.0906
H -3.570 2.369 1.079  0.1221
H -1.912 1.825 1.407  0.1203
H -4.300 0.181 0.413  0.1215
H -2.792 -0.581 0.797  0.1211
H -3.574 0.992 -1.372  0.0852
O 0.116 0.167 0.173  -0.0415
H 0.531 -0.095 -0.665  0.0258
H -0.812 0.299 -0.044  0.0118

Calculated values
ΔE to the lowest compared entry with this formula, charge and spin in eV: 2.2726
Highest occupied orbital energy in eV: -9.365
Electronic energy in eV: -20877.2159
Orbital gap in eV: 9.677
E_LUMO in eV: 0.312
SMILES: OCCO.OCCO.OCCO.O


2.
The following is a quantum chemistry calculation of a molecular structure, C39H35Cl8GeN5O2PSV, from the OMol25 dataset.

Each line ends with the Löwdin charge.
Cartesian coordinates (Å):
V -0.522 -1.285 -2.024  0.6076
C 0.984 -4.479 3.050  -0.0503
C 1.824 -3.372 2.986  -0.0665
C 1.351 -2.184 2.458  -0.1307
C 0.028 -2.098 2.010  -0.3803
C -0.810 -3.207 2.079  -0.1094
C -0.323 -4.399 2.595  -0.0702
P -0.568 -0.526 1.383  1.0904
C -0.854 0.522 2.830  -0.4067
C -0.781 -0.002 4.120  -0.0807
C -0.917 0.835 5.221  -0.0613
C -1.140 2.192 5.040  -0.0685
C -1.235 2.715 3.755  -0.0648
C -1.085 1.887 2.655  -0.1159
C -2.150 -0.750 0.543  -0.3930
C -3.310 -0.370 1.226  -0.0906
C -4.550 -0.689 0.695  -0.0737
C -4.616 -1.408 -0.491  -0.0608
C -3.455 -1.747 -1.175  -0.1933
C -2.189 -1.389 -0.715  -0.3132
H 1.360 -5.417 3.437  0.1161
H 2.855 -3.445 3.304  0.0978
H 2.017 -1.331 2.357  0.0801
H -1.824 -3.148 1.710  0.0748
H -0.965 -5.268 2.620  0.1143
H -0.612 -1.061 4.268  0.1125
H -0.859 0.420 6.219  0.1136
H -1.249 2.844 5.897  0.1112
H -1.417 3.773 3.614  0.1093
H -1.123 2.300 1.654  0.0922
H -3.257 0.144 2.178  0.1003
H -5.454 -0.413 1.222  0.1077
H -5.578 -1.712 -0.887  0.1139
H -3.547 -2.307 -2.099  0.0754
Cl -1.102 -4.956 -3.549  0.0921
Ge -0.674 -3.883 -1.685  -0.1430
Cl -2.257 -4.792 -0.444  0.1210
Cl 1.063 -4.981 -0.847  0.0923
O 0.344 2.752 -2.397  0.0524
C -0.558 1.920 -2.370  -0.5812
O -0.479 0.688 -2.104  -0.1407
C -1.982 2.420 -2.660  -0.1759
N -1.875 3.896 -2.916  0.1008
C -2.861 4.616 -2.026  -0.0835
C -3.829 3.518 -1.596  -0.1362
C -2.929 2.291 -1.468  -0.1049
H -2.389 1.943 -3.547  0.1115
H -2.023 4.113 -3.898  0.1863
H -0.885 4.092 -2.705  0.1462
H -3.313 5.434 -2.580  0.1309
H -2.302 5.023 -1.185  0.1348
H -4.590 3.363 -2.363  0.1267
H -4.337 3.776 -0.670  0.1248
H -3.459 1.341 -1.488  0.1174
H -2.362 2.322 -0.535  0.1191
N 4.806 -3.004 1.389  0.1920
C 4.304 -2.490 0.492  -0.1594
C 3.657 -1.789 -0.577  -0.1888
C 4.368 -0.948 -1.424  0.0171
C 3.673 -0.239 -2.385  -0.0201
C 2.303 -0.384 -2.456  -0.1532
N 1.616 -1.205 -1.648  -0.0503
C 2.280 -1.907 -0.733  -0.1555
H 5.441 -0.854 -1.324  0.1331
H 4.180 0.421 -3.072  0.1228
H 1.720 0.164 -3.183  0.1189
H 1.713 -2.585 -0.115  0.0447
S 1.647 1.130 0.639  0.7663
C 2.442 1.703 2.044  -0.7461
N 2.224 1.198 3.254  0.0453
C 2.859 1.703 4.470  -0.1464
C 4.236 2.238 4.124  -0.1524
C 4.109 3.261 3.010  -0.1524
N 3.337 2.686 1.909  0.0222
H 1.499 0.503 3.340  0.0799
H 2.920 0.879 5.179  0.1310
H 2.235 2.484 4.913  0.1246
H 4.878 1.416 3.803  0.1282
H 4.691 2.697 5.000  0.1250
H 5.087 3.544 2.626  0.1274
H 3.616 4.166 3.374  0.1260
H 3.456 3.043 0.975  0.1274
Cl -2.725 -0.545 -4.103  0.7652
C -1.291 -1.122 -4.921  -0.6536
C -0.319 -1.708 -4.128  -0.3073
C 0.735 -2.298 -4.830  -0.6957
Cl 1.960 -3.169 -3.968  0.7150
C 0.838 -2.237 -6.220  -0.6988
Cl 2.171 -2.954 -7.030  0.7039
C -0.148 -1.584 -6.960  -0.7017
Cl -0.020 -1.475 -8.666  0.7061
C -1.243 -1.025 -6.305  -0.7104
Cl -2.483 -0.238 -7.195  0.6920

Calculated values
Charge: +1
ΔE to the lowest compared entry with this formula, charge and spin in eV: 2.0350
Highest occupied orbital energy (spin up / spin down) in eV: -10.109 / -10.172
Electronic energy in eV: -255062.6537
Orbital gap (spin up / spin down) in eV: 7.542 / 5.735
Expectation value of S²: 3.79
E_LUMO (spin up / spin down) in eV: -2.567 / -4.437
Spin multiplicity: 4


3.
The following is a quantum chemistry calculation of a single C3H3ClN2OS molecule in a non-equilibrium geometry, from the OMol25 dataset.

Each line ends with the Löwdin charge.
Cartesian coordinates (Å):
O -0.140 0.601 2.082  0.0784
N -0.104 0.329 0.717  -0.1298
C -1.185 0.498 -0.227  -0.5761
Cl -2.883 1.141 -0.069  0.5827
C -0.668 0.153 -1.401  -0.2086
N 0.712 -0.152 -1.362  0.0512
C 0.856 -0.188 -0.035  -0.7812
S 2.346 -0.772 0.793  0.7205
H -0.543 -0.122 2.487  0.0860
H -0.804 0.296 -2.587  0.1646
H 2.415 -1.784 -0.398  0.0123

Calculated values
ΔE to the lowest compared entry with this formula, charge and spin in eV: 3.6231
Highest occupied orbital energy in eV: -8.817
Electronic energy in eV: -31540.9110
Orbital gap in eV: 9.113
E_LUMO in eV: 0.296
SMILES: On1c(Cl)cnc1S


4.
The following is a quantum chemistry calculation of a molecular structure, C18H23Cl3GeN4NiOSSe, from the OMol25 dataset.

Each line ends with the Löwdin charge.
Cartesian coordinates (Å):
Ni 0.783 0.940 0.835  0.1262
N -1.150 2.330 4.474  0.0687
C -0.512 2.076 3.310  -0.8573
S -0.027 0.455 3.003  0.6612
N -0.353 3.152 2.536  -0.0056
N 0.262 2.848 1.380  -0.1128
C 0.520 3.774 0.532  -0.0669
C 1.166 3.361 -0.720  -0.2475
C 1.544 4.259 -1.711  -0.0116
C 2.152 3.765 -2.853  -0.0511
C 2.360 2.401 -2.984  -0.0386
C 1.948 1.570 -1.954  -0.0921
N 1.369 2.042 -0.857  0.0189
H -1.169 1.624 5.185  0.0792
H -1.293 3.294 4.728  0.0968
H 0.265 4.812 0.724  0.1263
H 1.365 5.317 -1.580  0.1152
H 2.461 4.442 -3.639  0.1114
H 2.830 1.980 -3.860  0.1088
H 2.066 0.493 -1.989  0.1214
Cl 6.856 -2.855 0.578  0.6448
C 5.234 -2.232 0.456  -0.6825
C 4.932 -0.994 0.990  -0.1383
C 3.635 -0.535 0.874  -0.5150
Cl 3.235 1.039 1.553  0.7731
C 2.586 -1.238 0.250  -0.4811
O 1.377 -0.796 0.137  -0.2630
C 2.975 -2.494 -0.273  -0.5779
Cl 1.758 -3.437 -1.077  0.7016
C 4.259 -2.987 -0.178  -0.1392
H 5.685 -0.399 1.485  0.1059
H 4.499 -3.953 -0.597  0.1044
C -2.010 -3.382 -1.875  -0.2205
Ge -3.108 -2.448 -0.564  0.7390
C -3.971 -3.705 0.653  -0.2220
C -4.459 -1.378 -1.484  -0.2296
C -1.909 -1.302 0.492  -0.5709
Se -1.343 0.297 -0.452  0.9532
C -2.711 1.512 0.181  -0.3574
H -2.627 -3.894 -2.613  0.0192
H -1.370 -4.115 -1.384  0.0084
H -1.368 -2.670 -2.394  0.0154
H -4.587 -4.424 0.113  0.0179
H -4.607 -3.167 1.357  0.0180
H -3.223 -4.257 1.223  0.0204
H -4.999 -1.999 -2.198  0.0191
H -3.994 -0.560 -2.035  0.0065
H -5.183 -0.963 -0.782  0.0182
H -0.974 -1.833 0.679  0.0110
H -2.303 -1.000 1.462  0.0138
H -3.694 1.115 -0.057  0.0147
H -2.573 2.461 -0.335  0.0251
H -2.604 1.657 1.254  0.0172

Calculated values
Highest occupied orbital energy (spin up / spin down) in eV: -7.613 / -7.587
Electronic energy in eV: -238357.1004
Orbital gap (spin up / spin down) in eV: 7.105 / 7.109
Expectation value of S²: 2.01
E_LUMO (spin up / spin down) in eV: -0.508 / -0.478
Spin multiplicity: 3